Formula: CHN2O3
Source: the Open Molecules 2025 dataset
Level of theory: the ωB97M-V functional and the def2-TZVPD basis

Structure (XYZ):
```
7
Properties=species:S:1:pos:R:3:mulliken_charge:R:1
C 2.0022 0.0798 0.0008 0.750
N -0.9089 -0.0823 0.0091 -0.006
N -2.0082 0.1315 -0.0087 0.758
O 2.6178 1.0254 -0.0080 -0.175
O -3.0827 0.4247 0.0020 -0.312
O 1.3875 -0.9036 0.0134 -0.460
H -0.0077 -0.6755 -0.0085 0.445
```

The lowest unoccupied orbital energy is -0.208 Eh. Its net charge is +1. The HOMO energy comes out at -18.63 eV. The HOMO-LUMO gap comes out at 0.477 Eh. The energy above the lowest of the compared OMol25 structures with the same formula, charge and spin comes out at 4.21 kcal/mol. The value obtained for the energy is -10164.862 eV.



Formula: C25H32IrN4OS
Source: the Open Molecules 2025 dataset
Level of theory: the ωB97M-V functional and the def2-TZVPD basis

Structure (XYZ):
```
64
Properties=species:S:1:pos:R:3:mulliken_charge:R:1
Ir -0.6189 0.3359 0.7024 1.327
C -2.7074 2.4144 1.1951 -0.637
C -3.0289 1.2269 2.0688 -0.761
N -1.7790 0.5078 2.5145 -0.539
C -2.1919 -0.8760 2.9099 -1.354
C -2.4862 -1.6752 1.6601 1.029
C -3.2454 -2.8256 1.6031 -1.105
C -3.3069 -3.5226 0.4005 -0.534
C -2.5776 -3.0890 -0.7020 -1.175
C -1.8272 -1.9354 -0.5915 0.462
C -0.8601 -1.4201 -1.6331 -1.055
N -0.5888 0.0217 -1.3778 0.421
C -1.7749 0.7875 -1.9000 -0.677
C -1.8764 2.1508 -1.2692 -0.683
N -1.6385 2.0322 0.2125 -0.454
N -1.8499 -1.2343 0.5600 0.705
H -2.3210 3.2444 1.7864 0.409
H -3.6004 2.7640 0.6794 0.401
H -3.6161 0.5055 1.5012 0.343
H -3.6176 1.5233 2.9379 0.537
H -1.3926 0.9777 3.3306 0.297
H -3.0567 -0.8417 3.5745 0.539
H -1.3716 -1.3472 3.4565 0.443
H -3.7709 -3.1803 2.4797 0.584
H -3.9062 -4.4211 0.3298 0.496
H -2.5850 -3.6494 -1.6275 0.592
H -1.2455 -1.5646 -2.6440 0.689
H 0.0802 -1.9658 -1.5527 0.500
H 0.2648 0.3048 -1.8738 -0.864
H -2.6628 0.2023 -1.6561 0.385
H -1.7100 0.8629 -2.9867 0.536
H -2.8490 2.5985 -1.4669 0.474
H -1.1061 2.8145 -1.6617 0.369
H -0.8703 2.6832 0.3888 0.482
O 0.8153 1.8641 0.6659 -0.438
S 2.1923 2.1027 1.3300 0.228
C 2.4998 0.6194 2.3240 -1.196
C 2.4581 -0.6747 1.5644 0.576
C 1.2639 -1.3219 1.2356 0.363
C 1.2515 -2.5688 0.6229 -0.760
C 2.4504 -3.1818 0.2886 -0.872
C 3.6472 -2.5485 0.5911 -0.873
C 3.6477 -1.3173 1.2362 -0.205
C 3.4117 1.8684 -0.0370 -1.091
C 2.7364 1.7558 -1.3731 0.624
C 2.6876 0.5159 -2.0061 -0.287
C 2.0909 0.3908 -3.2587 -0.943
C 1.5154 1.5010 -3.8679 -0.356
C 1.5581 2.7396 -3.2336 -0.824
C 2.1725 2.8675 -1.9958 -0.168
H 1.7673 0.6644 3.1326 0.403
H 3.4809 0.7940 2.7726 0.591
H 0.2982 -1.0004 1.7075 0.219
H 0.3171 -3.0912 0.4612 0.822
H 2.4526 -4.1613 -0.1703 0.507
H 4.5881 -3.0285 0.3561 0.462
H 4.5936 -0.8703 1.5199 0.546
H 3.9814 0.9682 0.1717 0.326
H 4.0660 2.7365 0.0474 0.702
H 3.1593 -0.3454 -1.5452 0.387
H 2.1163 -0.5604 -3.7764 0.527
H 1.0804 1.4133 -4.8553 0.539
H 1.1535 3.6143 -3.7266 0.520
H 2.2416 3.8447 -1.5306 0.490
```

The lowest unoccupied orbital energy is -0.350 Eh. Its net charge is +3. The HOMO energy comes out at -17.51 eV. The HOMO-LUMO gap comes out at 0.294 Eh. The energy above the lowest of the compared OMol25 structures with the same formula, charge and spin comes out at 0.00 kcal/mol. The value obtained for the energy is -48101.809 eV.



Formula: C4H7NO3S
Source: the Open Molecules 2025 dataset
Level of theory: the ωB97M-V functional and the def2-TZVPD basis

Structure (XYZ):
```
16
Properties=species:S:1:pos:R:3:mulliken_charge:R:1
C -0.3524 -1.3130 -1.5057 -0.313
C 0.2645 -0.6239 0.8172 0.038
C -0.9970 2.0725 -0.2166 0.731
C -1.9893 -1.6937 1.0525 -0.470
N 2.9994 1.3404 0.6758 -0.751
O -0.0557 2.6644 -0.4813 -0.368
O -1.8924 1.4295 0.1012 -0.382
O -0.7331 -1.0402 1.3775 -0.200
S 0.8039 -0.4203 -2.2360 -0.068
H -2.7300 -0.8738 0.7276 0.239
H -2.2921 -2.1746 1.9425 0.261
H -1.6950 -2.6197 0.3453 0.344
H 2.8234 0.3062 0.7666 0.286
H 2.0746 1.6854 0.3693 0.286
H 3.5054 1.4798 -0.2081 0.242
H 0.2658 -0.2190 -3.5277 0.125
```

The lowest unoccupied orbital energy (alpha / beta) is 0.000 / 0.000 Eh. Its net charge is 0. The HOMO energy (alpha / beta) comes out at -7.52 / -6.91 eV. The HOMO-LUMO gap (alpha / beta) comes out at 0.276 / 0.254 Eh. The energy above the lowest of the compared OMol25 structures with the same formula, charge and spin comes out at 164.76 kcal/mol. The value obtained for the energy is -22721.506 eV.



Formula: C2H9N3O2
Source: the Open Molecules 2025 dataset
Level of theory: the ωB97M-V functional and the def2-TZVPD basis

Structure (XYZ):
```
16
Properties=species:S:1:pos:R:3:mulliken_charge:R:1
C 1.4220 1.3038 0.5563 -1.349
N -0.9375 0.8630 0.7234 -0.272
C 0.1332 0.9651 -0.1490 1.113
O -2.1631 0.5228 0.0939 -0.436
O -0.0973 1.2146 -1.3606 -0.788
H -2.0835 0.9864 -0.7636 0.359
H -0.8292 0.2828 1.5444 0.277
H 2.2015 1.4699 -0.1815 0.324
H 1.7153 0.4799 1.2104 0.337
H 1.2978 2.2061 1.1454 0.370
N 0.3958 -1.2179 -0.5888 -0.351
N -0.5023 -2.0865 0.1078 -0.563
H -1.4176 -1.6407 0.0973 0.250
H 1.3372 -1.5955 -0.5235 0.226
H 0.1272 -0.7679 -1.5405 0.269
H -0.5996 -2.9859 -0.3715 0.233
```

The lowest unoccupied orbital energy is 0.036 Eh. Its net charge is 0. The SMILES is CC(=O)NO.NN. The HOMO energy comes out at -8.90 eV. The HOMO-LUMO gap comes out at 0.363 Eh. The energy above the lowest of the compared OMol25 structures with the same formula, charge and spin comes out at 81.68 kcal/mol. The value obtained for the energy is -10782.501 eV.



Formula: C5H7NO
Source: the Open Molecules 2025 dataset
Level of theory: the ωB97M-V functional and the def2-TZVPD basis

Structure (XYZ):
```
14
Properties=species:S:1:pos:R:3:mulliken_charge:R:1
C 1.0309 -1.5960 -0.0211 -0.838
N 0.2566 -0.3962 0.2105 0.157
C 0.4161 0.5067 1.2449 -0.348
C -0.3512 1.6055 0.9758 -0.537
C -0.9825 1.3942 -0.2865 -0.621
C -0.5978 0.1460 -0.7024 0.384
O -0.8905 -0.6053 -1.7991 -0.515
H 1.5357 -1.5295 -0.9907 0.308
H 0.3976 -2.4885 -0.0121 0.269
H 1.7856 -1.6768 0.7649 0.304
H 1.0872 0.2864 2.0630 0.333
H -0.4762 2.4737 1.6089 0.394
H -1.5118 2.1363 -0.8646 0.370
H -1.6996 -0.2563 -2.1915 0.338
```

The lowest unoccupied orbital energy is 0.029 Eh. Its net charge is 0. The SMILES is Cn1cccc1O. The HOMO energy comes out at -7.69 eV. The HOMO-LUMO gap comes out at 0.312 Eh. The energy above the lowest of the compared OMol25 structures with the same formula, charge and spin comes out at 16.07 kcal/mol. The value obtained for the energy is -8835.506 eV.



Formula: C4H10N2O
Source: the Open Molecules 2025 dataset
Level of theory: the ωB97M-V functional and the def2-TZVPD basis

Structure (XYZ):
```
17
Properties=species:S:1:pos:R:3:mulliken_charge:R:1
C 0.3311 -0.8224 0.1627 -0.621
C -0.1702 -1.6636 -1.0164 -0.793
C -0.0077 -0.8857 -2.3166 -0.567
O -0.0542 0.3636 -2.3885 -0.548
N -0.7405 -0.0694 0.9195 -0.509
C -0.2208 1.0496 1.6576 -0.547
N 0.5477 2.0145 0.8487 -0.444
H 0.9989 -0.0299 -0.1662 0.362
H 0.8644 -1.3990 0.9308 0.424
H 0.3274 -2.6298 -1.0493 0.295
H -1.2447 -1.9222 -0.8533 0.268
H 0.0692 -1.5105 -3.2368 0.355
H -1.3989 0.1658 0.1818 0.297
H -1.0502 1.5206 2.1858 0.303
H 0.5160 0.6521 2.3577 0.383
H -0.0267 2.7042 0.3879 0.170
H 1.2592 2.4622 1.3946 0.172
```

The lowest unoccupied orbital energy (alpha / beta) is 0.146 / 0.143 Eh. Its multiplicity is 2. Its net charge is -1. The HOMO energy (alpha / beta) comes out at 0.87 / -3.12 eV. The HOMO-LUMO gap (alpha / beta) comes out at 0.114 / 0.257 Eh. The energy above the lowest of the compared OMol25 structures with the same formula, charge and spin comes out at 22.44 kcal/mol. The value obtained for the energy is -9335.868 eV. As for the expectation value of S²: 0.7531.



One value per record, in order, for maximum force: 2.6; 0.5; 3.1; 2.7; 0.4; 2.6 eV/A.